Density functional theory data (ωB97M-V/def2-TZVPD) for C3H8N2O2 in the gas phase.

CARTESIAN COORDINATES (ANGSTROEM)
C -1.5265 1.0572 0.4372
C -0.3046 0.5154 1.1184
O 0.3974 1.4141 1.8404
N 0.7997 0.0983 -0.2629
C 0.5297 -1.1678 -0.5969
N 1.0971 -1.6682 -1.7508
O -0.2835 -1.8486 0.0527
H -1.9960 0.2833 -0.1700
H -1.2842 1.9172 -0.1892
H -2.2466 1.3642 1.2072
H -0.5193 -0.3409 1.7516
H 1.2328 1.6494 1.4087
H 1.0766 0.7054 -1.0232
H 1.0238 -2.6737 -1.8188
H 2.0033 -1.3052 -2.0043

Properties
- SMILES = C[C@H](O)NC(N)=O
- HOMO energy (eV) = -9.52
- frontier orbital gap (hartree) = 0.37790
- total charge = 0

Density functional theory data (ωB97M-V/def2-TZVPD) for C27H32N3O2S2Tc as an isolated structure.

CARTESIAN COORDINATES (ANGSTROEM)
Tc 0.1785 0.5987 -0.1744
O 0.1836 1.7911 1.5726
N 0.2398 3.1230 1.4406
C 0.5337 3.7972 2.5750
C 0.5963 5.1589 2.6017
C 0.3429 5.8571 1.4137
C 0.0537 5.1578 0.2751
C 0.0064 3.7462 0.2550
S -0.3170 2.8508 -1.1614
H 0.7066 3.1614 3.4295
H 0.8415 5.6617 3.5248
H 0.3784 6.9380 1.3954
H -0.1433 5.6591 -0.6615
C -2.3819 0.6892 1.9759
C -2.8180 0.3113 0.5941
C -4.2110 0.1404 0.3841
C -4.6888 -0.1892 -0.8361
C -3.7767 -0.3972 -1.8965
C -4.2298 -0.7865 -3.1737
C -3.3314 -1.0140 -4.1774
C -1.9603 -0.8676 -3.9262
C -1.4762 -0.4835 -2.6904
S 0.2517 -0.3361 -2.4427
C -2.3987 -0.2211 -1.6349
N -1.9346 0.1659 -0.3798
H -3.1850 0.4722 2.6791
H -2.1582 1.7551 2.0238
H -1.4829 0.1565 2.2753
H -4.8763 0.2889 1.2233
H -5.7507 -0.3100 -1.0131
H -5.2946 -0.9015 -3.3328
H -3.6721 -1.3079 -5.1617
H -1.2427 -1.0479 -4.7171
C 2.0909 -3.1834 -0.8939
N 0.7685 -2.8729 -1.4729
C 0.4748 -3.6734 -2.6754
C -0.3733 -2.9318 -0.4915
C 0.0350 -2.4886 0.8799
C 0.1365 -3.4713 1.8671
C 0.6014 -3.1598 3.1334
C 0.9890 -1.8490 3.3850
C 0.8709 -0.8834 2.3929
C 0.3677 -1.1467 1.1039
H 2.8151 -3.2162 -1.7050
H 2.0551 -4.1431 -0.3812
H 2.3571 -2.3979 -0.1906
H 0.7947 -1.8429 -1.7916
H 0.5553 -4.7338 -2.4392
H 1.1824 -3.4126 -3.4596
H -0.5345 -3.4456 -3.0127
H -0.7388 -3.9611 -0.4767
H -1.1450 -2.2908 -0.9187
H -0.1454 -4.4949 1.6361
H 0.6712 -3.9229 3.8976
H 1.3767 -1.5736 4.3591
H 1.1648 0.1313 2.6362
C 3.3526 2.1094 1.2276
C 3.3203 0.9155 0.2790
C 4.3764 1.0512 -0.8090
O 2.0790 0.7711 -0.3262
H 4.3475 2.2324 1.6617
H 2.6315 1.9741 2.0334
H 3.0961 3.0199 0.6784
H 3.5479 0.0113 0.8704
H 4.1662 1.9373 -1.4117
H 4.3542 0.1816 -1.4672
H 5.3755 1.1424 -0.3771

Properties
- <S²> = 2.0128
- 2S+1 = 3
- HOMO energy (spin up / spin down) (eV) = -6.50 / -6.13
- frontier orbital gap (spin up / spin down) (hartree) = 0.24338 / 0.22542
- total charge = 0

Density functional theory data (ωB97M-V/def2-TZVPD) for a 10-piece molecular cluster, C4H29NO10 overall.

CARTESIAN COORDINATES (ANGSTROEM)
C 2.8771 -1.1150 -1.1922
N 1.5291 -1.2444 -0.6058
C 0.5249 -0.2149 -0.9750
C 0.2563 -0.1979 -2.4656
C 0.8850 1.1412 -0.4063
O -0.2313 1.9953 -0.2690
H 3.3632 -2.1290 -1.2051
H 3.5094 -0.4543 -0.5881
H 2.7716 -0.7545 -2.2314
H 1.1716 -2.1974 -0.8605
H -0.3801 -0.5211 -0.3975
H -0.6072 0.3778 -2.8296
H 0.2397 -1.1756 -2.9916
H 1.0652 0.3645 -2.9354
H 1.3781 1.1359 0.6005
H 1.6394 1.5952 -1.0896
H -0.6330 2.0522 -1.1621
O -2.0435 1.8263 1.6561
H -1.6342 2.0464 0.7579
H -1.2384 1.9522 2.1735
O 3.1978 2.9932 1.4417
H 2.3722 2.9218 0.9402
H 3.4242 2.0922 1.7165
O 0.3829 -0.3032 3.5206
H 0.8567 0.4260 4.0081
H 1.0805 -0.3053 2.8301
O -1.6401 2.3752 -2.4444
H -2.4011 1.8023 -2.1770
H -1.6901 2.5221 -3.3608
O 2.6347 -0.2711 2.0308
H 2.3272 -0.6265 1.1742
H 3.5015 -0.6617 2.0749
O -3.4019 -1.7054 0.5900
H -2.7098 -2.2032 1.0469
H -3.7866 -1.0696 1.2064
O -3.5851 0.1250 -1.5917
H -3.5388 -0.7129 -1.1157
H -3.3423 0.7850 -0.9411
O -0.3575 -3.7481 -1.0687
H -0.4906 -4.1501 -0.1985
H -0.7460 -2.9008 -0.7983
O -2.4194 -0.9504 2.7089
H -2.6563 -0.0291 2.6772
H -1.4548 -0.8882 2.7461

Properties
- SMILES = CN[C@H](C)CO.O.O.O.O.O.O.O.O.O
- HOMO energy (eV) = -9.78
- frontier orbital gap (hartree) = 0.36572
- total charge = 0